90
Properties=species:S:1:pos:R:3:forces:R:3 method="wB97M-V/def2-TZVPD" smiles="CCOS(C)(=O)=O.CCOS(C)(=O)=O.CCOS(C)(=O)=O.CCOS(C)(=O)=O.CCOS(C)(=O)=O.CCOS(C)(=O)=O" relative_energy_kcal_mol=106.7 mol_weight_da=744.966 homo_lumo_gap_ev=11.26 e_lumo_ev=0.2 homo_energy_ev=-11.05 total_energy_ha=-4457.846782
O -2.129 6.463 3.035 0.2388 0.2562 -0.9206
S -3.049 6.564 1.933 -2.8702 -0.0202 -0.1905
O -2.704 6.956 0.560 -0.1254 -1.5616 2.5783
O -3.958 5.164 1.969 0.4867 1.6098 -0.5649
C -4.155 4.454 3.249 0.0818 0.6036 -0.5195
C -3.238 3.294 3.085 0.9336 -1.0179 0.6345
C -4.443 7.661 2.371 0.7867 -0.1455 -0.3597
H -5.219 4.247 3.366 -0.0465 -0.3577 -0.6945
H -3.978 5.073 4.128 0.7460 0.2403 -0.2374
H -3.562 2.559 2.348 -0.1949 0.1917 -0.0267
H -2.998 2.753 4.000 -0.3916 -0.0235 0.2200
H -2.273 3.681 2.760 -0.0213 0.0559 -0.0790
H -3.977 8.626 2.574 -0.3087 0.0646 0.0305
H -5.043 7.295 3.204 0.4838 -0.0786 0.1313
H -5.089 7.689 1.493 0.2428 0.1305 -0.0233
O 2.237 -3.611 -2.379 -0.9296 -2.0938 1.5450
S 1.920 -4.670 -1.402 0.2975 -0.3046 -0.2479
O 1.087 -4.397 -0.232 0.6740 -0.2939 -2.0070
O 1.289 -6.042 -2.131 1.1115 2.1151 2.2523
C 1.753 -6.407 -3.430 -2.6372 0.1032 -1.1423
C 0.688 -5.776 -4.366 0.9290 -0.4071 -1.4196
C 3.490 -5.331 -0.745 -1.3996 0.3318 -0.3128
H 1.538 -7.475 -3.460 0.6379 -0.1251 0.0529
H 2.796 -6.194 -3.667 -0.1119 0.2740 0.2306
H 0.639 -4.690 -4.294 -0.1122 -0.1582 0.2400
H -0.289 -6.260 -4.335 -0.0640 0.2042 1.0828
H 0.896 -6.014 -5.409 0.6793 0.2090 -0.2543
H 3.880 -6.105 -1.406 0.2147 0.4579 -0.1260
H 3.210 -5.794 0.201 0.1971 0.2278 0.0164
H 4.061 -4.408 -0.650 0.4518 -0.4655 0.1209
O 3.819 3.142 -6.543 -1.5636 -1.5459 0.7622
S 2.557 2.429 -6.367 -0.3111 0.7885 -0.3083
O 1.923 1.848 -7.551 0.7569 0.3253 2.0437
O 2.738 1.285 -5.110 0.4481 1.9234 -1.2202
C 1.751 0.266 -5.033 -2.2077 -0.6147 0.2251
C 1.138 -0.013 -3.634 1.9315 0.6760 0.2196
C 1.399 3.667 -5.527 1.0365 -1.4251 -1.1520
H 2.177 -0.670 -5.396 -0.1196 0.1985 -0.4164
H 0.879 0.607 -5.590 0.2059 -0.4384 -0.7855
H 0.823 0.918 -3.163 -0.1624 -0.0378 0.0200
H 1.960 -0.420 -3.046 -0.1512 -0.0429 0.4635
H 0.330 -0.744 -3.597 0.0254 0.1290 -0.5358
H 2.120 4.142 -4.861 -0.6640 -0.0014 0.3747
H 0.546 3.108 -5.142 0.3429 0.1092 0.5284
H 1.011 4.354 -6.279 0.4085 -0.0764 -0.1409
O -2.004 0.043 1.116 0.9324 -0.1766 -0.9495
S -1.019 -0.409 0.149 0.2317 -0.0194 0.7610
O -1.471 -1.074 -1.066 1.0380 0.8216 1.5270
O -0.069 0.886 -0.318 -2.0902 -2.7042 0.1105
C 0.014 1.946 0.603 0.5876 1.1496 -0.4992
C 0.956 2.866 -0.116 1.7160 1.7391 0.8882
C 0.326 -1.408 1.016 -1.4503 -0.0495 -2.3283
H 0.406 1.637 1.572 0.2207 -0.1869 -0.0100
H -0.913 2.476 0.822 -0.3772 -0.4195 -0.3765
H 0.730 3.304 -1.089 -0.8741 -0.4398 0.0894
H 1.981 2.514 -0.233 -0.1082 -0.8356 0.0034
H 1.145 3.715 0.541 -0.2740 0.4190 0.0967
H 0.861 -1.627 0.091 1.0697 0.3900 0.3460
H -0.030 -2.416 1.228 -0.5139 0.3472 0.6874
H 0.825 -0.878 1.827 -0.1780 -0.0457 -0.3545
O 5.009 0.870 4.744 1.0876 1.4084 -0.7528
S 5.630 2.134 4.369 -1.2344 0.9375 0.3825
O 7.055 2.377 4.462 -1.8485 -0.5520 -0.7466
O 5.074 2.616 2.834 4.0248 -0.6060 2.3629
C 3.766 2.395 2.559 -3.1136 0.6413 -0.6770
C 3.450 1.021 2.091 -0.2334 -1.7081 -0.5925
C 4.766 3.462 5.282 0.4041 -0.4180 0.2085
H 3.558 3.054 1.715 0.0191 0.1932 -0.1266
H 3.112 2.790 3.336 -0.1106 -0.2887 0.3419
H 4.108 0.876 1.234 0.1309 -0.5581 0.0672
H 2.451 0.807 1.713 -0.2686 1.0067 -0.2044
H 3.516 0.195 2.798 0.8272 0.3124 0.2992
H 3.692 3.277 5.298 0.1465 0.0408 -0.3701
H 5.046 4.417 4.838 -0.1399 -0.1685 -0.0834
H 5.069 3.461 6.329 0.3534 -0.2500 -0.1282
O -2.229 -4.091 2.956 -0.3513 0.0753 -0.4015
S -2.885 -4.870 1.953 -0.9387 0.4255 -1.3752
O -2.818 -6.304 2.034 -0.1333 0.5665 -0.4039
O -4.466 -4.391 1.926 0.9182 -0.8859 0.2886
C -5.407 -5.154 1.140 -1.5754 0.8458 -0.9347
C -6.521 -4.137 0.717 -0.4150 -0.4098 0.6360
C -2.490 -4.195 0.255 0.1519 -0.5344 1.6938
H -5.843 -6.013 1.650 0.2087 0.2667 0.6326
H -5.001 -5.597 0.230 0.6137 0.2859 0.0139
H -7.398 -4.532 0.204 0.6079 -0.8439 -0.8453
H -6.143 -3.292 0.143 0.1259 -0.0998 0.1653
H -7.127 -3.788 1.553 0.8673 0.4794 0.6836
H -1.412 -4.258 0.112 -0.0801 -0.1690 -0.0944
H -2.799 -3.152 0.330 -0.0621 -0.1319 -0.2070
H -3.051 -4.773 -0.479 0.1313 0.1600 0.0882

74
Properties=species:S:1:pos:R:3:forces:R:3 method="wB97M-V/def2-TZVPD" mol_weight_da=391.565 homo_lumo_gap_ev=6.54 e_lumo_ev=2.2 total_charge=-1 homo_energy_ev=-4.36 total_energy_ha=-1433.681754
F -1.145 -3.991 1.846 0.0841 -0.0427 -0.0017
C -0.275 -5.019 1.459 -0.1332 0.0645 0.1196
C 1.173 -4.718 1.785 0.1438 -0.0383 -0.0519
C 1.954 -4.053 0.647 -0.2528 0.2387 0.1009
Al 1.491 -2.145 0.049 -0.0460 0.0979 -0.1851
H -0.625 -5.906 1.994 -0.0091 -0.0645 -0.0429
H -0.398 -5.160 0.384 -0.0893 -0.0148 -0.0551
H 1.623 -5.684 2.050 0.0337 -0.0535 0.0954
H 1.183 -4.119 2.700 0.0046 0.0560 0.0648
H 3.017 -4.055 0.908 0.1018 -0.0229 -0.0247
H 1.855 -4.705 -0.228 0.0905 -0.0373 -0.1099
H 1.750 -2.081 -1.576 0.0719 -0.0450 0.0245
H 2.474 -1.043 0.774 0.0956 -0.0866 0.1174
H -0.047 -1.750 0.364 -0.0657 -0.0857 0.0605
C 2.764 -2.407 6.251 0.0171 -0.0983 0.0534
C 1.554 -3.279 5.969 0.0253 0.1463 -0.0382
C 0.449 -2.482 5.297 -0.1188 -0.1598 0.0077
O 1.081 -3.913 7.166 0.0308 0.0121 0.0051
H 2.499 -1.584 6.922 -0.0171 0.0237 -0.0311
H 3.564 -2.980 6.720 -0.0068 -0.0158 -0.0091
H 3.150 -1.973 5.330 0.0177 0.0217 0.0095
H 1.851 -4.102 5.318 -0.0340 -0.0386 0.0105
H 0.091 -1.691 5.964 0.0900 0.0591 -0.0197
H -0.401 -3.121 5.057 0.0263 -0.0180 -0.0487
H 0.811 -2.030 4.374 -0.0584 0.0430 -0.0123
H 0.800 -3.210 7.762 -0.0137 -0.0168 -0.0001
C -3.009 0.625 -2.190 -0.0133 -0.0432 -0.0197
C -2.159 1.120 -1.028 -0.0683 -0.0113 -0.0626
C -2.451 2.585 -0.717 0.0483 0.0210 0.0305
O -0.786 0.916 -1.288 0.1256 0.1684 0.0775
H -2.779 1.195 -3.093 -0.0366 0.0222 0.0022
H -2.798 -0.425 -2.391 0.0110 -0.0077 0.0356
H -4.077 0.734 -1.980 0.0014 0.0006 0.0097
H -2.362 0.518 -0.140 -0.0134 -0.0216 -0.0081
H -2.220 3.204 -1.589 -0.0235 -0.0096 -0.0111
H -1.837 2.923 0.119 0.0016 -0.0079 0.0000
H -3.503 2.736 -0.460 -0.0053 -0.0115 0.0029
H -0.553 1.393 -2.094 -0.0773 -0.0825 -0.1178
C -6.918 1.097 -6.102 0.0464 -0.0350 -0.0254
C -5.970 1.541 -4.998 -0.0514 0.0627 0.0260
C -6.195 2.992 -4.601 0.0580 0.0094 0.0194
O -4.614 1.326 -5.372 0.0630 -0.0324 -0.0705
H -6.759 1.700 -7.001 -0.0217 0.0209 0.0084
H -6.739 0.053 -6.359 0.0024 -0.0031 0.0100
H -7.959 1.209 -5.797 -0.0028 0.0084 0.0080
H -6.111 0.905 -4.123 0.0057 -0.0096 0.0068
H -6.015 3.650 -5.457 -0.0297 -0.0011 -0.0093
H -5.508 3.276 -3.804 0.0010 -0.0123 0.0050
H -7.217 3.155 -4.257 -0.0077 -0.0056 -0.0042
H -4.423 1.868 -6.146 -0.0197 0.0054 0.0089
C 6.781 0.314 4.202 0.0116 -0.0549 0.0333
C 5.416 0.578 4.816 0.0080 0.0288 -0.0592
C 5.243 2.035 5.216 -0.0293 -0.0138 0.0559
O 5.185 -0.284 5.929 0.0162 0.0083 0.0624
H 7.571 0.542 4.924 0.0026 0.0302 -0.0080
H 6.871 -0.733 3.915 -0.0147 0.0000 -0.0097
H 6.940 0.931 3.317 -0.0098 0.0056 -0.0049
H 4.641 0.307 4.097 -0.0057 -0.0069 -0.0082
H 5.989 2.312 5.968 0.0213 0.0088 -0.0203
H 4.253 2.197 5.643 -0.0065 -0.0072 -0.0103
H 5.364 2.696 4.357 0.0021 -0.0049 -0.0111
H 5.848 -0.095 6.602 0.0158 0.0178 -0.0304
C 1.196 2.384 -5.477 0.0112 -0.0230 0.0590
C -0.269 2.599 -5.138 0.0513 -0.0425 -0.0814
C -0.832 3.862 -5.773 -0.0424 0.0105 0.0493
O -0.463 2.620 -3.727 -0.0465 0.1281 0.0901
H 1.797 3.220 -5.106 -0.0026 0.0172 -0.0280
H 1.563 1.471 -5.009 -0.0099 -0.0066 0.0003
H 1.345 2.311 -6.556 -0.0073 0.0052 -0.0060
H -0.848 1.738 -5.475 -0.0097 -0.0111 0.0107
H -0.291 4.741 -5.411 0.0205 -0.0008 -0.0239
H -1.884 3.981 -5.513 -0.0007 -0.0132 0.0035
H -0.738 3.831 -6.860 0.0104 -0.0061 -0.0043
H 0.041 3.352 -3.354 0.0320 -0.0184 -0.0195